No. 1
ORCA calculation (ωB97M-V/def2-TZVPD) on a gas-phase ion, C7H12N3 (charge +1) at a distorted geometry.

Geometry as ORCA input:
```
! wB97M-V def2-TZVPD RIJCOSX def2/J DEFGRID3
* xyz 1 1
C -1.260 1.209 -1.478
C -1.118 0.647 -0.015
C -1.520 1.520 1.144
N 0.206 0.205 0.198
N 1.085 0.868 0.883
C 2.236 0.279 1.129
C 2.604 -0.980 0.692
C 1.703 -1.796 0.059
C 0.475 -1.254 -0.347
N -0.457 -1.948 -1.044
H -1.113 0.410 -2.249
H -2.308 1.521 -1.570
H -0.515 2.072 -1.585
H -1.771 -0.268 -0.035
H -0.674 2.080 1.518
H -1.870 0.800 1.923
H -2.397 2.173 0.787
H 3.018 0.908 1.408
H 3.596 -1.229 1.079
H 1.893 -2.846 -0.206
H -0.386 -2.902 -1.177
H -1.426 -1.470 -1.115
*
```

Output
gap between HOMO and LUMO: 8.97 eV
maximum force: 6.77 eV Å⁻¹
LUMO: -4.70 eV
highest occupied orbital energy: -13.66 eV
relative energy (zero: lowest compared OMol25 entry of this formula, charge and spin): 69.70 kcal/mol

Here are the Löwdin charges for atoms 1 to 2, given in e: atom 1 (C): -0.02, atom 2 (C): -0.43

---

No. 2
ORCA calculation (ωB97M-V/def2-TZVPD) on a gas-phase ion, C7H12N3 (charge +1) at a distorted geometry.

Geometry as ORCA input:
```
! wB97M-V def2-TZVPD RIJCOSX def2/J DEFGRID3
* xyz 1 1
C -2.184 -1.166 0.868
C -1.280 -1.378 -0.121
C -0.586 0.401 1.076
C 1.852 0.798 -0.221
C 0.886 -0.166 -0.871
C 1.231 2.191 -0.033
C -1.016 -2.418 -1.155
N -0.267 -0.380 0.036
N -1.777 -0.036 1.544
N 1.225 2.924 0.959
H -3.110 -1.439 1.192
H 2.229 0.249 0.690
H 2.685 0.826 -0.910
H 0.462 0.014 -1.963
H 1.434 -1.144 -1.002
H 0.994 2.694 -0.968
H -0.046 -2.793 -1.067
H -1.770 -3.283 -1.044
H -0.978 -2.213 -2.251
H -2.125 0.079 2.436
H 1.408 2.424 1.898
H 0.733 3.815 0.909
*
```

Output
gap between HOMO and LUMO: 8.02 eV
maximum force: 4.80 eV Å⁻¹
LUMO: -4.04 eV
highest occupied orbital energy: -12.06 eV
relative energy (zero: lowest compared OMol25 entry of this formula, charge and spin): 81.40 kcal/mol

Here are the Löwdin charges for atoms 1 to 2, given in e: atom 1 (C): -0.02, atom 2 (C): -0.22

---

No. 3
ORCA calculation (ωB97M-V/def2-TZVPD) on a gas-phase ion, C7H12N3O (charge +1) at a distorted geometry.

Geometry as ORCA input:
```
! wB97M-V def2-TZVPD RIJCOSX def2/J DEFGRID3
* xyz 1 1
C -3.621 0.667 -0.136
C -2.116 0.527 -0.401
O -1.754 0.295 -1.505
C -1.157 0.459 0.853
N 0.319 0.074 0.256
N 1.207 0.990 0.205
N 2.311 0.446 -0.205
C 3.511 1.340 -0.294
C 2.187 -0.842 -0.413
C 0.846 -1.123 -0.056
C 0.011 -2.400 0.007
H -3.888 1.617 0.276
H -4.053 0.533 -1.131
H -3.850 -0.165 0.619
H -1.450 -0.330 1.596
H -0.873 1.335 1.324
H 3.880 1.341 -1.368
H 3.213 2.268 0.265
H 4.378 0.881 0.248
H 2.986 -1.575 -0.549
H 0.144 -2.735 0.948
H -1.063 -2.179 -0.119
H 0.274 -2.999 -0.777
*
```

Output
gap between HOMO and LUMO: 10.88 eV
maximum force: 4.43 eV Å⁻¹
LUMO: -2.93 eV
highest occupied orbital energy: -13.81 eV
relative energy (zero: lowest compared OMol25 entry of this formula, charge and spin): 52.97 kcal/mol

Here are the Löwdin charges for atoms 1 to 2, given in e: atom 1 (C): 0.01, atom 2 (C): -0.43

---

No. 4
ORCA calculation (ωB97M-V/def2-TZVPD) on 4 unconnected molecules or ions with the total composition C7H12N3O2 at a distorted geometry.

Geometry as ORCA input:
```
! wB97M-V def2-TZVPD RIJCOSX def2/J DEFGRID3
* xyz -1 1
C 0.340 -1.217 1.550
C 0.826 0.109 1.798
C -0.412 0.987 0.073
C -1.318 -0.184 0.066
C -0.829 -1.293 0.817
C 3.857 2.688 0.739
C 2.841 3.099 -0.022
N 0.457 1.158 1.044
N -0.724 -2.213 -2.261
N -3.743 -2.604 -0.441
O -0.556 -2.984 -3.207
O -1.534 -1.239 -2.421
H 0.736 -2.137 2.076
H 1.434 0.572 2.625
H -0.215 1.839 -0.748
H -2.485 0.054 0.304
H -1.515 -0.714 -1.032
H 4.199 1.674 0.841
H 4.379 3.380 1.387
H 2.365 2.429 -0.680
H 2.583 4.117 -0.043
H -4.413 -2.260 -1.097
H -3.269 -3.354 -0.970
H -3.006 -1.907 -0.397
*
```

Output
gap between HOMO and LUMO (alpha / beta): 7.09 / 7.08 eV
maximum force: 2.80 eV Å⁻¹
LUMO (alpha / beta): 3.09 / 3.09 eV
highest occupied orbital energy (alpha / beta): -4.00 / -3.99 eV
relative energy (zero: lowest compared OMol25 entry of this formula, charge and spin): 177.99 kcal/mol

Here are the Löwdin charges for atoms 1 to 2, given in e: atom 1 (C): -0.17, atom 2 (C): -0.17

---

No. 5
ORCA calculation (ωB97M-V/def2-TZVPD) on 2 unconnected molecules or ions with the total composition C7H12N3S at a distorted geometry.

Geometry as ORCA input:
```
! wB97M-V def2-TZVPD RIJCOSX def2/J DEFGRID3
* xyz 1 1
C -2.540 0.649 0.836
C -2.930 0.913 -0.598
C -1.035 0.414 1.159
C -2.134 0.373 -1.530
C -0.134 0.612 -0.083
C -0.917 -0.333 -1.135
C -2.041 -0.748 1.177
N 1.270 0.404 -0.248
N 1.864 -0.487 0.426
N 4.342 -0.596 -0.321
S -1.485 -1.755 -0.230
H -2.933 1.255 1.677
H -3.915 1.456 -0.620
H -0.824 0.674 2.192
H -2.519 0.482 -2.579
H -0.186 1.529 -0.576
H -0.168 -0.548 -1.849
H -2.465 -1.351 1.948
H 3.037 -0.506 0.324
H 1.442 -0.769 1.343
H 5.032 -0.052 0.172
H 4.383 -0.174 -1.241
H 4.855 -1.442 -0.245
*
```

Output
gap between HOMO and LUMO: 6.92 eV
maximum force: 3.72 eV Å⁻¹
LUMO: -4.98 eV
highest occupied orbital energy: -11.89 eV
relative energy (zero: lowest compared OMol25 entry of this formula, charge and spin): 88.27 kcal/mol

Here are the Löwdin charges for atoms 1 to 2, given in e: atom 1 (C): -0.19, atom 2 (C): -0.04

---

No. 6
ORCA calculation (ωB97M-V/def2-TZVPD) on a molecular structure, C7H12N3V at a distorted geometry.

Geometry as ORCA input:
```
! wB97M-V def2-TZVPD RIJCOSX def2/J DEFGRID3
* xyz -1 4
C -1.171 1.846 -1.499
V 0.060 0.158 -1.874
N 1.165 -1.505 -2.702
H -0.117 0.714 -3.349
H 2.170 -1.325 -2.777
H -1.252 -0.230 -2.662
H -1.619 2.185 -2.445
H -0.481 2.609 -1.049
H -1.939 1.505 -0.782
H 1.073 -2.366 -2.147
H 0.875 -1.766 -3.646
N -0.221 -0.196 5.535
C -0.091 -0.165 4.369
C 0.052 -0.168 2.931
C -0.309 -1.289 2.161
C -0.237 -1.219 0.771
N 0.207 -0.105 0.170
C 0.633 0.953 0.896
C 0.544 0.964 2.267
H -0.645 -2.210 2.617
H -0.548 -2.040 0.095
H 1.017 1.802 0.289
H 0.833 1.848 2.829
*
```

Output
gap between HOMO and LUMO (alpha / beta): 4.43 / 6.07 eV
maximum force: 2.51 eV Å⁻¹
LUMO (alpha / beta): 2.59 / 2.53 eV
highest occupied orbital energy (alpha / beta): -1.84 / -3.54 eV
relative energy (zero: lowest compared OMol25 entry of this formula, charge and spin): 0.00 kcal/mol

Here are the Löwdin charges for atoms 1 to 2, given in e: atom 1 (C): -0.35, atom 2 (V): 0.36

---

No. 7
ORCA calculation (ωB97M-V/def2-TZVPD) on a single C7H12N4 molecule at a distorted geometry.

Geometry as ORCA input:
```
! wB97M-V def2-TZVPD RIJCOSX def2/J DEFGRID3
* xyz 0 1
H 1.244 1.963 -0.445
N 1.505 1.435 0.423
C 0.810 0.287 0.490
C 1.048 -0.729 1.433
C 2.124 -0.409 2.530
C 0.243 -1.844 1.438
C -0.591 -2.142 0.365
C -0.848 -1.214 -0.577
N -0.202 0.008 -0.591
N -0.562 1.055 -1.508
C -1.729 1.791 -1.049
N -0.677 0.922 -2.900
H 3.088 -0.715 2.171
H 1.956 -1.061 3.412
H 2.118 0.675 2.743
H 0.345 -2.519 2.295
H -1.263 -2.923 0.509
H -1.552 -1.308 -1.476
H -1.608 1.784 0.051
H -1.826 2.815 -1.337
H -2.565 1.206 -1.312
H 0.217 0.661 -3.381
H -1.276 0.261 -3.283
*
```

Output
gap between HOMO and LUMO (alpha / beta): 8.10 / 8.11 eV
maximum force: 6.21 eV Å⁻¹
LUMO (alpha / beta): 0.65 / 0.65 eV
highest occupied orbital energy (alpha / beta): -7.45 / -7.45 eV
relative energy (zero: lowest compared OMol25 entry of this formula, charge and spin): 62.32 kcal/mol

Here are the Löwdin charges for atoms 1 to 2, given in e: atom 1 (H): 0.04, atom 2 (N): 0.09

---

No. 8
ORCA calculation (ωB97M-V/def2-TZVPD) on a gas-phase ion, C7H12N4 (charge +2) at a distorted geometry.

Geometry as ORCA input:
```
! wB97M-V def2-TZVPD RIJCOSX def2/J DEFGRID3
* xyz 2 1
C -2.882 1.334 1.156
C -2.269 0.283 0.686
N -2.077 -0.879 0.345
C -1.470 -1.867 -0.180
N -0.276 -1.768 -0.810
C 0.429 -0.656 -1.119
N -0.163 0.594 -0.611
C -0.227 1.810 -1.408
N 0.974 0.121 0.001
C 1.786 0.234 0.974
C 2.941 -0.666 1.080
H -2.624 2.404 1.367
H -3.946 1.282 1.669
H -1.816 -2.906 -0.022
H -0.114 -2.659 -1.258
H 1.127 -0.876 -2.062
H 0.559 1.793 -2.180
H -1.165 1.663 -1.873
H -0.221 2.519 -0.621
H 1.686 1.138 1.575
H 2.793 -1.543 0.474
H 3.035 -1.030 2.136
H 3.920 -0.324 0.680
*
```

Output
gap between HOMO and LUMO: 9.24 eV
maximum force: 3.65 eV Å⁻¹
LUMO: -8.29 eV
highest occupied orbital energy: -17.53 eV
relative energy (zero: lowest compared OMol25 entry of this formula, charge and spin): 152.59 kcal/mol

Here are the Löwdin charges for atoms 1 to 2, given in e: atom 1 (C): 0.14, atom 2 (C): -0.07

---

No. 9
ORCA calculation (ωB97M-V/def2-TZVPD) on a gas-phase ion, C7H12N6 (charge +2) at a distorted geometry.

Geometry as ORCA input:
```
! wB97M-V def2-TZVPD RIJCOSX def2/J DEFGRID3
* xyz 2 1
N -0.755 2.098 1.590
C 0.001 1.051 1.837
N 0.695 0.474 2.633
C 1.746 -0.278 2.794
C 2.555 -0.664 1.695
N 2.051 -0.442 0.519
C 1.074 0.324 0.156
N 0.152 -0.209 -0.720
C -0.209 -1.651 -0.725
C -1.532 -1.709 -1.462
N -1.541 -0.406 -2.180
C -0.593 0.398 -1.661
N -0.539 1.699 -1.994
H -1.708 2.033 1.300
H -0.806 2.823 2.304
H 1.832 -0.931 3.687
H 3.452 -1.363 1.725
H 1.136 1.364 -0.121
H -0.158 -2.112 0.429
H 0.671 -2.169 -1.163
H -1.759 -2.628 -2.072
H -2.421 -1.819 -0.819
H -2.183 -0.128 -2.883
H 0.120 2.411 -2.206
H -1.281 1.835 -2.665
*
```

Output
gap between HOMO and LUMO: 7.88 eV
maximum force: 4.06 eV Å⁻¹
LUMO: -8.56 eV
highest occupied orbital energy: -16.44 eV
relative energy (zero: lowest compared OMol25 entry of this formula, charge and spin): 36.85 kcal/mol

Here are the Löwdin charges for atoms 1 to 2, given in e: atom 1 (N): 0.20, atom 2 (C): -0.14

---

No. 10
ORCA calculation (ωB97M-V/def2-TZVPD) on a gas-phase ion, C7H12NO (charge +1) at a distorted geometry.

Geometry as ORCA input:
```
! wB97M-V def2-TZVPD RIJCOSX def2/J DEFGRID3
* xyz 1 1
C 0.811 0.912 -1.560
C 1.789 0.667 -2.336
C 0.380 -0.037 1.354
C -0.268 1.348 -0.791
C -0.583 0.179 0.420
C 1.833 0.396 1.233
C -2.114 -1.719 0.038
N -1.810 -0.250 0.289
O 0.100 -0.775 2.430
H 2.605 -0.149 -2.449
H 1.998 1.470 -3.087
H -0.200 2.296 -0.215
H -1.099 1.310 -1.319
H 2.181 0.547 0.195
H 2.357 -0.446 1.742
H 2.093 1.220 1.768
H -2.756 -1.916 -0.904
H -1.317 -2.322 -0.122
H -2.651 -2.177 0.818
H -0.835 -1.014 2.461
H -2.511 0.460 0.032
*
```

Output
gap between HOMO and LUMO (alpha / beta): 6.77 / 6.77 eV
maximum force: 4.79 eV Å⁻¹
LUMO (alpha / beta): -5.50 / -5.50 eV
highest occupied orbital energy (alpha / beta): -12.26 / -12.27 eV
relative energy (zero: lowest compared OMol25 entry of this formula, charge and spin): 114.23 kcal/mol

Here are the Löwdin charges for atoms 1 to 2, given in e: atom 1 (C): 0.02, atom 2 (C): 0.09

---

No. 11
ORCA calculation (ωB97M-V/def2-TZVPD) on a gas-phase ion, C7H12NO2S (charge +1) at a distorted geometry.

Geometry as ORCA input:
```
! wB97M-V def2-TZVPD RIJCOSX def2/J DEFGRID3
* xyz 1 1
C -0.958 0.324 2.394
O -0.078 -0.019 1.327
C -0.633 -0.637 0.213
C -1.260 -2.239 0.862
S -0.461 -2.856 2.064
C -1.111 0.686 -0.672
N -0.224 0.902 -1.552
C -0.044 2.052 -2.385
O 0.706 -0.056 -1.707
C 0.486 -1.118 -0.756
C 1.824 -1.439 -0.111
H -1.108 1.405 2.413
H -0.478 0.016 3.322
H -1.920 -0.182 2.298
H -2.084 -2.629 0.289
H -1.894 1.358 -0.386
H -0.336 1.825 -3.411
H 1.015 2.317 -2.389
H -0.637 2.885 -2.011
H 0.117 -1.978 -1.329
H 2.554 -1.633 -0.893
H 2.160 -0.603 0.495
H 1.739 -2.318 0.517
*
```

Output
gap between HOMO and LUMO: 8.48 eV
maximum force: 3.42 eV Å⁻¹
LUMO: -4.14 eV
highest occupied orbital energy: -12.62 eV
relative energy (zero: lowest compared OMol25 entry of this formula, charge and spin): 79.36 kcal/mol

Here are the Löwdin charges for atoms 1 to 2, given in e: atom 1 (C): -0.08, atom 2 (O): -0.20

---

No. 12
ORCA calculation (ωB97M-V/def2-TZVPD) on a molecular structure, C7H12NPS at a distorted geometry.

Geometry as ORCA input:
```
! wB97M-V def2-TZVPD RIJCOSX def2/J DEFGRID3
* xyz 0 1
C -0.292 0.181 -2.035
C -0.687 0.146 1.788
C 0.861 0.233 1.899
C -0.991 0.413 0.291
C 1.391 -1.010 1.093
C -0.387 -0.569 -0.593
C 1.065 -0.930 -0.367
N 0.819 0.669 -2.327
P -1.808 0.495 -3.090
S 1.992 0.412 -1.337
H -1.002 -0.865 2.086
H -1.111 0.920 2.489
H 1.449 1.133 1.573
H 1.232 0.107 2.993
H -2.041 0.595 0.117
H -0.672 1.431 -0.096
H 2.477 -1.143 1.110
H 0.912 -1.861 1.430
H -0.900 -1.526 -0.692
H 1.412 -1.825 -0.891
H -1.136 1.712 -3.345
H -2.584 1.282 -2.096
*
```

Output
gap between HOMO and LUMO: 8.99 eV
maximum force: 4.42 eV Å⁻¹
LUMO: 0.83 eV
highest occupied orbital energy: -8.16 eV
relative energy (zero: lowest compared OMol25 entry of this formula, charge and spin): 3.97 kcal/mol

Here are the Löwdin charges for atoms 1 to 2, given in e: atom 1 (C): -0.66, atom 2 (C): -0.16

---

> What is the formula in the twelfth record?

C7H12NPS

---

> The lowest relative energy (zero: lowest compared OMol25 entry of this formula, charge and spin) belongs to which entry?

C7H12N3V